1.
{
  "formula": "C43H42Cl2N5O4W",
  "method": "wB97M-V/def2-TZVPD",
  "charge": 3,
  "e_tot_ha": -3225.109254,
  "relative_energy_kcal_mol": 9.4,
  "species": ["W", "Cl", "Cl", "O", "O", "O", "O", "N", "N", "N", "N", "N", "C", "C", "C", "C", "C", "C", "C", "C", "C", "C", "C", "C", "C", "C", "C", "C", "C", "C", "C", "C", "C", "C", "C", "C", "C", "C", "C", "C", "C", "C", "C", "C", "C", "C", "C", "C", "C", "C", "C", "C", "C", "C", "C", "H", "H", "H", "H", "H", "H", "H", "H", "H", "H", "H", "H", "H", "H", "H", "H", "H", "H", "H", "H", "H", "H", "H", "H", "H", "H", "H", "H", "H", "H", "H", "H", "H", "H", "H", "H", "H", "H", "H", "H", "H", "H"],
  "coordinates": [[-0.22046, -0.01982, -0.12398], [-6.57625, -4.06700, 0.68665], [-3.62913, -2.02186, -3.24739], [-1.73380, -1.14090, -0.96927], [-1.59988, 1.27595, -0.61338], [-1.39129, -0.59623, 1.53253], [-2.00486, 3.86725, -4.34774], [1.17463, 1.12940, -1.02274], [1.09922, -0.82688, 1.31156], [0.74337, -1.58125, -1.03971], [0.16413, 1.56057, 1.21018], [-3.75247, 1.77165, -3.92281], [-4.06619, 2.84540, -4.81273], [-4.73779, 4.79661, -6.63065], [-5.18639, -3.16793, 0.23911], [0.36138, 0.48081, 3.40134], [-3.05100, 2.76199, -1.76236], [-3.19280, -1.92670, 0.75470], [-3.80188, -2.23856, -1.53417], [0.96597, 2.55472, 0.81250], [-3.54264, 4.89596, -5.93483], [-3.17876, 3.90788, -5.02433], [-1.11444, 4.97204, -4.49684], [0.63767, -2.01300, -2.46948], [1.73448, -2.29497, -0.36496], [-4.91378, -2.94015, -1.11635], [3.22595, -3.82421, 1.95788], [1.78161, -1.95158, 1.02337], [-3.25132, 1.71954, -2.72468], [2.58261, -3.20829, -0.98316], [-3.76127, 3.97260, -1.82040], [1.22653, 0.80286, -3.52658], [-3.69413, 4.87388, -0.78382], [-5.58825, 3.71153, -6.45234], [-4.33687, -2.64360, 1.17561], [2.40211, 5.32589, 0.15874], [2.32573, -2.79377, 2.03141], [1.85559, 3.42791, -1.37361], [-0.27992, -1.30360, -3.44419], [3.59223, -4.03331, -0.46870], [-2.85607, -1.73357, -0.60975], [-2.90688, 4.57553, 0.32404], [3.89429, -4.32568, 0.83489], [-2.19238, 3.39246, 0.41410], [-5.24202, 2.73014, -5.54472], [1.47852, -0.13815, 2.57899], [-2.25105, 2.46473, -0.62453], [-0.37407, 1.54825, 2.57845], [2.09533, 4.74460, 1.39807], [1.45487, 3.56460, 1.68191], [-0.17716, 0.21083, -3.46292], [1.37590, 2.42128, -0.56015], [1.98583, 0.73614, -2.19526], [-2.40771, -1.31032, 1.74103], [2.26111, 4.73622, -1.06873], [2.81625, 6.32567, 0.18176], [-1.61856, 3.18775, 1.29836], [-0.01268, -1.70206, -4.42689], [2.86087, 1.39091, -2.23512], [2.37257, 5.32761, 2.26852], [1.32530, 3.37719, 2.73637], [4.17100, -4.55281, -1.22214], [-0.78251, 0.60262, -4.28286], [-4.25941, 5.79285, -0.82111], [-4.99660, 5.57188, -7.33765], [-0.27481, 2.54224, 3.01027], [1.15331, 1.84198, -3.85170], [-3.04357, 0.70814, -2.39360], [-2.88842, 5.73220, -6.12140], [-0.74961, 5.04312, -5.52105], [2.19943, 0.63348, 2.28850], [-0.28548, 4.77316, -3.82219], [-2.86032, 5.27681, 1.14574], [0.39916, -3.08171, -2.46434], [2.55375, 5.33308, -1.92410], [-4.39596, 4.17604, -2.66946], [-4.53689, -2.76433, 2.23109], [2.37958, -0.25778, -2.00276], [-0.64995, 0.60921, -2.55343], [2.03145, -0.82220, 3.21523], [0.81985, 0.91835, 4.28921], [1.83222, 0.29136, -4.27855], [1.95580, -2.60277, 3.02918], [-1.44521, 1.35914, 2.52919], [-1.60067, 5.90457, -4.20816], [-5.89394, 1.88179, -5.38158], [1.92823, 3.17598, -2.42235], [2.50024, -3.29327, -2.05240], [3.46682, -4.29245, 2.90505], [-1.30847, -1.58710, -3.26676], [1.64544, -1.91351, -2.88035], [-3.98968, 0.85934, -4.30703], [-2.69577, -1.43217, 2.79109], [-6.50756, 3.63346, -7.01116], [-5.59998, -3.32413, -1.86066], [4.67730, -5.05108, 1.01237], [-0.32749, -0.28606, 3.75190]],
  "forces_ev_per_angstrom": [[0.203, -0.532, -0.316], [0.036, 0.035, -0.009], [-0.009, 0.126, 0.076], [-0.246, -0.165, -0.014], [-0.335, 0.225, 0.077], [-0.276, -0.050, 0.037], [-0.163, -0.048, 0.130], [-0.320, -0.152, 0.039], [0.108, -0.200, 0.081], [0.179, 0.169, 0.138], [0.321, 0.369, 0.279], [0.062, -0.334, 0.031], [-0.053, 0.118, 0.018], [-0.062, -0.073, -0.002], [0.083, 0.045, 0.100], [-0.054, -0.049, -0.083], [0.165, -0.076, 0.036], [0.007, 0.108, 0.104], [0.110, 0.027, 0.010], [-0.229, -0.076, 0.002], [0.035, -0.108, 0.105], [0.043, -0.078, -0.086], [-0.036, 0.002, 0.003], [-0.012, -0.087, -0.016], [-0.018, 0.009, 0.014], [0.020, 0.024, 0.069], [0.011, -0.018, -0.062], [-0.152, -0.055, 0.037], [-0.141, 0.022, 0.013], [-0.096, 0.117, 0.104], [0.135, -0.051, 0.047], [-0.038, -0.087, 0.041], [0.014, -0.012, -0.020], [0.091, 0.068, 0.027], [-0.032, -0.018, -0.207], [-0.018, -0.032, -0.052], [-0.057, 0.147, -0.084], [-0.026, -0.132, 0.121], [-0.045, 0.078, 0.090], [-0.041, 0.025, 0.000], [0.071, 0.042, -0.107], [-0.022, 0.015, 0.000], [-0.035, 0.017, 0.058], [-0.044, -0.182, -0.169], [-0.004, 0.146, 0.028], [0.119, -0.078, 0.007], [0.130, -0.096, -0.175], [0.017, 0.077, 0.031], [-0.040, -0.050, -0.026], [0.008, -0.015, -0.112], [0.065, 0.115, 0.182], [-0.063, 0.202, -0.076], [0.199, 0.041, 0.036], [0.195, 0.092, -0.136], [0.011, 0.073, 0.064], [-0.008, 0.001, 0.010], [0.014, 0.009, 0.038], [0.043, -0.003, 0.018], [-0.079, -0.108, 0.017], [0.007, 0.017, 0.000], [0.011, -0.014, 0.049], [0.003, -0.016, -0.010], [0.042, -0.020, -0.038], [-0.017, 0.034, 0.001], [-0.013, 0.021, -0.017], [0.000, -0.124, 0.020], [-0.023, 0.018, -0.004], [0.056, -0.037, 0.026], [0.042, 0.054, -0.013], [0.022, 0.011, -0.026], [-0.057, -0.012, 0.040], [-0.003, 0.008, -0.022], [0.007, 0.027, 0.037], [-0.040, 0.104, -0.017], [0.012, 0.002, -0.006], [-0.034, 0.026, -0.068], [-0.005, -0.008, 0.055], [-0.058, 0.055, -0.030], [-0.082, 0.047, -0.248], [-0.045, 0.095, -0.067], [0.013, 0.017, -0.020], [0.007, 0.002, -0.037], [0.035, 0.015, -0.013], [0.146, 0.010, 0.024], [0.009, 0.016, 0.001], [-0.025, -0.049, 0.016], [0.018, 0.013, -0.010], [0.016, 0.002, -0.039], [0.022, 0.001, -0.004], [0.098, 0.028, -0.033], [-0.064, -0.022, -0.005], [0.141, 0.084, -0.009], [0.029, 0.010, -0.065], [-0.041, 0.005, -0.036], [0.014, 0.003, -0.005], [0.003, -0.024, 0.009], [0.015, 0.022, -0.003]],
  "lowdin_charge": [2.044, 0.773, 0.798, -0.216, -0.268, -0.165, -0.090, -0.127, -0.092, -0.127, -0.139, 0.169, -0.164, -0.027, -0.648, -0.120, -0.105, -0.113, -0.524, -0.202, 0.013, -0.236, -0.037, -0.182, -0.185, -0.070, -0.001, -0.181, 0.037, 0.042, 0.017, -0.137, -0.029, -0.045, -0.013, -0.024, 0.034, 0.030, -0.188, -0.007, -0.275, -0.014, -0.011, 0.013, 0.000, -0.160, -0.227, -0.189, -0.003, 0.034, -0.193, -0.179, -0.175, -0.060, -0.015, 0.128, 0.089, 0.141, 0.129, 0.132, 0.115, 0.131, 0.125, 0.125, 0.126, 0.112, 0.106, 0.114, 0.117, 0.107, 0.135, 0.082, 0.126, 0.146, 0.127, 0.128, 0.134, 0.101, 0.058, 0.108, 0.132, 0.137, 0.121, 0.113, 0.107, 0.128, 0.104, 0.107, 0.134, 0.011, 0.108, 0.155, 0.166, 0.122, 0.124, 0.132, 0.114]
}

2.
{
  "formula": "C4H5NO2",
  "method": "wB97M-V/def2-TZVPD",
  "e_tot_ha": -360.622366,
  "relative_energy_kcal_mol": 29.5,
  "smiles": "O=C[C@H]1CN=CO1",
  "species": ["O", "O", "N", "C", "C", "C", "C", "H", "H", "H", "H", "H"],
  "coordinates": [[0.37909, -0.78089, -1.09106], [-2.27211, 0.24576, 0.98295], [1.47899, -0.14853, 0.79384], [-1.62524, -0.33768, 0.14881], [0.56460, 0.94918, 0.42887], [1.33732, -0.99637, -0.13384], [-0.41022, 0.28113, -0.53523], [1.92420, -1.89665, -0.26939], [1.16452, 1.69981, -0.09700], [0.06617, 1.40986, 1.28342], [-0.75051, 0.95246, -1.32793], [-1.88130, -1.36376, -0.19188]],
  "forces_ev_per_angstrom": [[0.140, -0.166, 0.084], [0.337, -0.318, -0.460], [-0.058, -0.199, -0.448], [-0.295, 0.364, 0.349], [-0.043, 0.131, 0.077], [0.073, 0.105, 0.188], [-0.082, 0.193, 0.046], [-0.082, 0.030, 0.019], [-0.139, 0.081, 0.155], [0.089, -0.161, -0.059], [0.022, -0.179, -0.021], [0.038, 0.120, 0.071]],
  "lowdin_charge": [-0.031, 0.075, 0.086, -0.187, -0.144, -0.214, -0.260, 0.135, 0.123, 0.119, 0.161, 0.138]
}

3.
{
  "formula": "C7H7ClO3",
  "method": "wB97M-V/def2-TZVPD",
  "e_tot_ha": -956.856335,
  "relative_energy_kcal_mol": 0.0,
  "smiles": "OCc1cc(O)c(O)c(Cl)c1",
  "species": ["Cl", "O", "O", "O", "C", "C", "C", "C", "C", "C", "C", "H", "H", "H", "H", "H", "H", "H"],
  "coordinates": [[-2.96266, -1.50427, 0.35620], [-1.28365, -1.99661, -2.11124], [0.25069, 2.15331, 2.50597], [1.12445, -0.95678, -2.59268], [-1.38239, -0.83580, 0.03320], [0.50873, -0.64015, -1.43087], [0.47097, 0.55031, 0.66693], [1.15155, 1.44589, 1.67607], [-0.77125, -1.17482, -1.15260], [1.11587, 0.21866, -0.52466], [-0.78519, 0.01041, 0.95972], [2.08727, 0.60690, -0.78753], [-2.14319, -2.30146, -1.82679], [0.54861, -1.55171, -3.09961], [1.78327, 0.86227, 2.33456], [-0.30068, 2.67917, 1.94100], [1.86227, 2.16256, 1.16418], [-1.27468, 0.27213, 1.88815]],
  "forces_ev_per_angstrom": [[0.057, -0.013, -0.059], [0.332, 0.198, -0.007], [0.446, -0.491, 0.405], [-0.017, -0.138, -0.205], [-0.228, 0.048, 0.300], [-0.623, -0.026, 0.455], [-0.253, -0.225, 0.109], [0.716, 0.857, -0.556], [0.984, 0.293, -0.301], [-0.426, -0.346, -0.231], [0.563, 0.286, -0.304], [0.134, 0.147, 0.075], [-0.534, -0.221, 0.120], [0.123, 0.148, 0.157], [0.008, -0.225, 0.250], [-0.489, 0.479, -0.395], [-0.735, -0.664, 0.258], [-0.058, -0.107, -0.073]],
  "lowdin_charge": [0.707, 0.053, -0.056, 0.084, -0.571, -0.244, -0.203, -0.221, -0.283, 0.037, -0.057, 0.127, 0.065, 0.111, 0.123, 0.081, 0.135, 0.114]
}